{"formula": "C34H23N7PtS2Te", "method": "the ωB97M-V functional and the def2-TZVPD basis", "symbols": ["C", "C", "H", "C", "Te", "H", "C", "H", "N", "H", "C", "C", "C", "S", "N", "H", "C", "C", "H", "C", "C", "C", "S", "C", "C", "C", "C", "C", "C", "H", "Pt", "H", "H", "C", "C", "C", "C", "N", "H", "C", "H", "H", "C", "H", "C", "C", "H", "H", "H", "N", "H", "C", "H", "C", "N", "H", "N", "H", "C", "C", "C", "C", "N", "C", "H", "H", "H", "C"], "positions_angstrom": [[0.771, 0.518, -1.959], [-4.895, 3.917, 0.819], [-0.525, -0.434, -4.947], [-5.360, 2.700, 1.408], [-0.954, -3.255, -0.614], [5.584, 3.249, 6.036], [-1.550, 0.078, -1.774], [-0.548, -3.972, -5.727], [-6.546, 5.850, 0.372], [1.022, -1.649, 0.953], [-2.881, -5.439, -3.746], [3.600, 2.723, 5.457], [-1.405, -4.055, -2.461], [-2.101, 0.456, 1.662], [-0.388, 0.446, -1.200], [2.910, 0.988, -1.759], [3.028, -2.014, 0.296], [-0.696, -3.700, -3.612], [4.911, -2.587, -0.552], [-2.507, -4.913, -2.522], [-3.125, 1.780, 1.308], [2.791, 2.335, 4.400], [-1.041, 3.253, 0.296], [2.395, 1.766, 2.044], [1.935, 0.938, -1.294], [-1.640, -0.257, -3.099], [-0.475, -0.197, -3.892], [5.471, 2.785, 3.941], [-2.173, -5.102, -4.892], [-3.224, 4.973, 0.047], [-0.031, 1.016, 0.722], [-2.596, -0.533, -3.518], [-3.724, -6.113, -3.805], [0.616, 1.730, 3.619], [-4.491, 1.669, 1.645], [-5.812, 4.991, 0.571], [-6.744, 2.552, 1.752], [-7.851, 2.433, 2.032], [6.522, 2.968, 3.767], [-3.577, 4.053, 0.491], [5.054, 2.281, 1.895], [1.485, -4.464, -2.283], [3.837, -2.712, -0.592], [-2.470, -5.516, -5.846], [4.943, 2.946, 5.221], [-2.659, 2.993, 0.719], [3.466, -1.342, 1.022], [1.617, 0.245, -3.920], [3.920, -4.146, -2.187], [1.415, 2.105, 4.600], [-3.058, -5.181, -1.629], [-1.088, -4.233, -4.827], [-4.854, 0.754, 2.093], [3.281, -3.587, -1.518], [1.774, 1.286, -0.013], [1.027, 2.232, 5.523], [1.024, 1.539, 2.391], [0.134, -3.009, -3.562], [1.909, -3.761, -1.579], [0.712, 0.178, -3.330], [3.300, 2.166, 3.113], [1.097, -3.041, -0.700], [2.783, 1.613, 0.826], [4.659, 2.400, 2.894], [3.183, 2.849, 6.449], [-2.416, 0.070, -1.124], [-0.429, 1.568, 3.849], [1.655, -2.182, 0.251]], "lowdin_charge": [-0.2711, -0.1510, 0.1227, -0.1456, 1.7263, 0.1225, -0.1854, 0.1214, 0.2243, 0.0653, -0.0441, 0.0048, -0.5312, 0.6457, -0.1328, 0.1394, -0.0615, -0.1404, 0.1230, -0.1312, -0.6494, -0.1627, 0.8405, -0.2651, -0.0701, -0.0594, -0.0548, -0.0376, -0.0272, 0.1314, 0.9626, 0.1188, 0.1237, -0.1245, -0.0460, -0.1487, -0.1462, 0.2264, 0.1202, -0.0376, 0.1204, 0.1048, -0.0276, 0.1240, -0.0342, -0.6499, 0.1123, 0.1287, 0.1237, 0.1492, 0.1022, -0.0442, 0.1288, -0.0375, -0.2394, 0.1746, -0.0794, 0.0914, -0.1043, -0.0023, -0.0923, -0.5227, 0.1042, 0.0029, 0.1262, 0.0888, 0.1295, -0.1729], "homo_lumo_gap_ev": [6.3, 4.9], "e_lumo_ev": [-5.17, -8.51], "charge": 2, "mol_weight_g_mol": 916.4, "multiplicity": 5, "largest_force_ev_per_a": 0.130}

{"formula": "C34H24Br2F5N4O4PbS3Sb", "method": "the ωB97M-V functional and the def2-TZVPD basis", "symbols": ["H", "Br", "F", "C", "H", "S", "C", "Sb", "O", "H", "C", "C", "C", "C", "C", "H", "F", "C", "H", "H", "O", "C", "C", "C", "H", "H", "F", "C", "C", "F", "H", "C", "C", "H", "H", "S", "C", "H", "H", "C", "C", "N", "F", "C", "H", "H", "H", "C", "H", "H", "H", "C", "O", "N", "C", "Pb", "C", "C", "H", "C", "H", "C", "Br", "S", "O", "C", "C", "H", "C", "H", "C", "N", "C", "C", "H", "C", "C", "N"], "positions_angstrom": [[4.895, -1.498, -1.480], [-2.562, 3.898, -0.185], [-4.742, 4.173, 6.391], [4.561, 1.339, 0.241], [2.890, -3.818, 1.415], [-1.067, -0.125, 3.675], [-0.117, -2.624, -2.580], [1.681, -2.463, -1.179], [-1.199, 1.398, -1.336], [0.886, -4.100, -3.785], [2.221, 3.445, -4.058], [-3.533, -1.196, -2.795], [-2.275, -5.110, 1.492], [-0.598, 2.467, -1.708], [1.644, -0.125, -5.033], [3.161, 2.053, -5.431], [0.357, 2.262, 5.699], [-3.045, 3.302, 5.014], [-0.618, 5.871, -1.270], [0.684, -0.601, -4.910], [-2.046, -2.539, 3.069], [-0.836, -4.690, 1.632], [0.038, -5.213, 2.581], [-0.017, -3.514, -3.662], [1.816, 0.070, -6.098], [-3.357, -0.092, -2.858], [-3.935, 3.267, 3.998], [0.797, 4.803, -2.531], [-1.815, 2.695, 4.807], [-0.564, 2.673, 8.234], [2.790, 4.333, -4.387], [-2.663, 3.420, 7.343], [-0.930, 2.664, 5.869], [-3.038, -2.661, -4.996], [2.395, -0.769, -4.619], [-2.654, -1.276, 2.653], [1.266, 3.574, -3.032], [-3.869, -1.451, -1.774], [-0.419, -5.903, 3.267], [0.890, -3.548, 0.641], [0.518, 2.405, -2.685], [2.443, 0.228, 0.048], [-3.117, 3.432, 8.608], [3.055, -0.771, -0.558], [2.062, -5.209, 3.350], [-2.402, -6.202, 1.513], [-0.948, -4.099, -5.533], [-0.292, 4.884, -1.652], [5.117, 2.229, 0.628], [3.143, 3.275, 1.239], [-2.943, -4.656, 2.260], [2.478, 2.415, 1.188], [-3.957, -0.890, 3.106], [-1.235, -1.932, -2.277], [1.578, 1.131, -4.250], [-0.606, -0.700, -0.221], [-1.012, 3.759, -1.235], [-2.265, -1.940, -3.168], [1.561, 2.641, 0.660], [-3.474, 3.728, 6.264], [6.278, 0.307, -0.617], [-2.172, -2.706, -4.349], [1.611, 6.443, -3.034], [-1.524, 1.781, 3.330], [-2.545, -1.041, 1.173], [-1.384, 2.905, 7.149], [5.197, 0.313, -0.436], [-2.622, -4.678, 0.565], [4.428, -0.751, -0.872], [2.268, 2.075, 2.184], [2.397, 2.249, -4.650], [0.707, 1.210, -3.253], [3.174, 1.294, 0.466], [1.825, -3.975, 1.586], [-4.300, -1.418, -3.521], [1.381, -4.834, 2.590], [-1.068, -3.502, -4.606], [-0.423, -3.790, 0.696]], "lowdin_charge": [0.0873, 0.7733, 0.1185, -0.0222, 0.0952, 0.3653, -0.4381, 1.3294, -0.3067, 0.0867, -0.0548, -0.0087, -0.0360, -0.4233, -0.0405, 0.1221, 0.0753, -0.2067, 0.0989, 0.0617, -0.4128, -0.3279, -0.0195, -0.1066, 0.0876, 0.1038, 0.0867, -0.6409, -0.4367, 0.0906, 0.0889, -0.1181, -0.2189, 0.1131, 0.0688, 0.2305, -0.2095, 0.0957, 0.1152, -0.4663, -0.1531, 0.0199, 0.1234, -0.4349, 0.1114, 0.0847, 0.1250, -0.1820, 0.1290, 0.0821, 0.0848, -0.0058, -0.3165, -0.0624, -0.3199, 1.4351, -0.6369, -0.2754, 0.0756, -0.1151, 0.1183, -0.0183, 0.7370, 0.5541, -0.5787, -0.0991, -0.0668, 0.0688, -0.1142, 0.0800, -0.0233, 0.1620, -0.2983, -0.1222, 0.0693, -0.0483, -0.0427, 0.0529], "homo_lumo_gap_ev": 5.5, "e_lumo_ev": -1.45, "mol_weight_g_mol": 1232.5, "largest_force_ev_per_a": 3.529}

{"formula": "C34H24F5NO7P", "method": "the ωB97M-V functional and the def2-TZVPD basis", "symbols": ["C", "H", "C", "H", "C", "C", "C", "C", "H", "C", "C", "C", "F", "H", "O", "H", "C", "H", "C", "C", "C", "C", "C", "C", "F", "H", "H", "C", "C", "H", "H", "C", "C", "H", "H", "H", "C", "C", "C", "C", "O", "O", "H", "C", "F", "C", "H", "H", "H", "C", "C", "F", "O", "H", "C", "H", "C", "C", "H", "P", "O", "N", "O", "H", "C", "H", "F", "H", "H", "C", "O", "C"], "positions_angstrom": [[-3.582, -6.513, -5.841], [-5.982, -6.227, -4.711], [-1.272, -5.525, -5.903], [0.725, 4.660, 1.565], [-0.553, -7.279, -7.931], [0.742, 4.788, 2.636], [0.004, -5.470, -6.447], [-1.947, -0.591, -1.087], [-0.434, 0.722, 0.777], [0.781, 5.097, 5.407], [2.092, 5.380, 7.577], [0.940, 1.204, -0.691], [0.222, -1.508, -1.362], [1.027, 2.295, -2.525], [-4.378, -7.333, -6.251], [2.332, -0.988, -2.163], [4.500, 5.383, 7.539], [1.182, 5.571, 9.501], [-3.026, -4.628, -4.273], [-0.428, 4.946, 4.740], [-2.195, -6.455, -6.385], [-0.515, -0.848, -0.454], [-5.630, -4.638, -3.310], [1.982, 5.077, 4.680], [-1.887, -0.647, -2.436], [1.356, -6.295, -7.885], [0.775, 0.585, -2.776], [-1.632, -4.584, -4.802], [3.290, 5.197, 5.372], [-2.683, -3.045, -2.852], [-1.349, 4.949, 5.306], [4.520, 5.511, 8.917], [2.906, -0.837, -1.253], [3.342, 5.689, 10.705], [5.422, 5.329, 6.976], [0.709, -4.741, -6.071], [-5.263, -5.530, -4.303], [-0.444, 4.787, 3.363], [-1.827, -7.336, -7.395], [0.775, 5.283, 6.877], [-0.459, 2.822, 0.321], [1.718, 3.277, 0.248], [-4.973, -3.062, -2.004], [3.288, 5.321, 6.864], [-0.777, -1.744, 0.572], [1.952, 4.929, 3.299], [-1.382, 4.654, 2.841], [3.950, -1.075, -1.448], [2.551, -1.536, -0.491], [0.501, 1.425, -2.134], [-4.693, -3.752, -2.789], [-2.415, 0.621, -0.746], [4.342, 5.195, 4.766], [-0.563, 1.629, -2.211], [0.723, 2.579, 0.040], [-0.269, -7.964, -8.719], [-3.395, -3.742, -3.270], [2.116, 5.519, 8.959], [-2.546, -8.058, -7.757], [2.783, 0.904, -0.648], [3.020, 0.663, 0.961], [0.149, 0.241, 0.102], [-0.259, 5.353, 7.514], [5.466, 5.554, 9.441], [-3.960, -5.533, -4.785], [2.877, 4.914, 2.739], [-2.855, -1.507, -0.685], [-6.645, -4.634, -2.937], [2.289, 0.136, 1.320], [0.362, -6.342, -7.460], [-0.816, -3.807, -4.358], [3.326, 5.584, 9.628]], "lowdin_charge": [-0.2789, 0.1171, -0.0794, 0.0805, -0.0642, -0.0288, -0.0013, -0.4953, 0.1311, -0.0994, -0.0824, -0.5273, 0.1172, 0.0878, 0.0973, 0.0162, -0.0096, 0.1155, -0.0745, -0.0103, -0.0838, -0.4797, -0.0578, -0.0866, 0.1321, 0.1055, 0.0658, -0.2744, -0.2793, 0.1025, 0.1135, -0.0712, -0.2895, 0.1005, 0.1172, 0.1218, -0.0084, -0.0382, -0.0079, -0.2842, -0.0262, -0.0578, 0.1077, -0.0799, 0.0793, 0.0228, 0.1089, 0.0182, 0.0295, -0.0705, -0.0458, 0.1574, 0.1024, 0.0780, -0.7396, 0.1039, 0.0109, -0.0121, 0.1175, 0.9104, -0.3206, 0.1047, 0.0856, 0.1010, -0.0864, 0.1254, 0.1294, 0.1051, 0.0420, -0.0605, 0.1229, -0.0727], "homo_lumo_gap_ev": 5.6, "e_lumo_ev": 0.44, "charge": -1, "mol_weight_g_mol": 684.5, "largest_force_ev_per_a": 1.036}